[1]
This record from OMol25 describes a structure of composition C3H6N4. The level of theory is the ωB97M-V functional and the def2-TZVPD basis.

- HOMO: -8.5 eV
- Electronic energy: -9163.0407 eV
- LUMO level: 0.6 eV
- Strongest force on any atom: 4.9 eV Å⁻¹
- Molar mass: 98.109 g/mol

Last column: natural (NBO) charge in e.
Positions of all 13 atoms, in Å:
C  1.59583  1.44524  -0.51611  -0.4149
N  -0.71520  -0.80296  0.30749  -0.2523
N  -1.55659  -1.78356  0.80325  -0.7346
C  0.24294  -0.10072  0.95381  0.3374
N  0.47392  0.93631  0.21939  -0.4806
C  -0.86382  0.11549  -0.87495  0.3835
N  -1.37078  0.32892  -1.90850  -0.4632
H  -2.40383  -1.88371  0.22572  0.3786
H  -1.70819  -2.75385  1.07179  0.4259
H  0.68233  -0.36617  1.90465  0.2026
H  1.28679  2.37281  -0.99790  0.2200
H  1.90727  0.77547  -1.32190  0.2046
H  2.42933  1.71673  0.13327  0.1931

Atoms 1-6, force components in eV/Å:
0.27 0.79 0.46
1.61 -0.24 0.07
-4.85 0.32 -0.49
-0.15 0.14 -0.48
-0.75 -0.45 -0.95
-0.35 -1.16 0.49

---

[2]
This record from OMol25 describes the molecule C4H5NO. The level of theory is the ωB97M-V functional and the def2-TZVPD basis.

- HOMO (spin up / spin down): -9.6 / -9.7 eV
- Electronic energy: -7761.7477 eV
- LUMO level (spin up / spin down): -0.7 / -1.2 eV
- Strongest force on any atom: 1.1 eV Å⁻¹
- Molar mass: 83.090 g/mol

Last column: natural (NBO) charge in e.
Positions of all 11 atoms, in Å:
O  -1.09657  1.68906  0.02050  -0.5146
C  -0.83072  0.51069  0.16256  0.4421
C  -1.50405  -0.59454  -0.46848  -0.2577
N  0.77660  -0.94306  -0.25170  -0.1904
C  1.54749  0.31006  -0.13935  -0.3094
C  0.45024  -0.02122  0.78019  -0.2486
H  -1.49621  -1.59196  -0.06125  0.2059
H  -2.38382  -0.36173  -1.06364  0.1957
H  1.35524  1.10850  -0.85382  0.2267
H  2.59094  0.15242  0.14374  0.2236
H  0.50409  -0.27005  1.82997  0.2267

Atoms 1-6, force components in eV/Å:
-0.05 -0.30 0.01
-0.15 0.07 0.24
-1.00 0.40 0.09
0.69 -0.42 -0.35
0.13 -0.09 0.02
-0.27 0.49 0.22

---

[3]
This record from OMol25 describes a cluster of 11 separate species, C11H44N22O11 in total. The level of theory is the ωB97M-V functional and the def2-TZVPD basis.

- HOMO (spin up / spin down): 0.1 / -6.6 eV
- Expectation value of S²: 0.75
- Electronic energy: -67431.4406 eV
- LUMO level (spin up / spin down): 1.7 / 1.7 eV
- Strongest force on any atom: 9.8 eV Å⁻¹
- Molar mass: 660.616 g/mol
- Multiplicity: 2
- Charge: -1

Last column: Mulliken charge in e.
Positions of all 88 atoms, in Å:
C  -3.11401  1.02791  4.64677  0.6349
O  -3.98869  0.34785  5.16345  -0.7126
N  -2.39409  0.62584  3.65401  0.0091
N  -2.93902  2.28534  4.83522  -0.3389
H  -1.66015  1.18542  3.24377  0.0029
H  -2.63904  -0.27202  3.26165  -0.0103
H  -3.46080  2.91606  5.42686  0.2054
H  -2.28632  2.70464  4.18848  0.1234
C  -1.26537  -2.34009  2.25084  0.0371
O  -1.59055  -1.33492  1.63960  0.1395
N  -0.64638  -2.26422  3.44588  -0.2836
N  -1.59439  -3.56570  1.99542  -0.9140
H  -0.18948  -1.38294  3.63210  0.1713
H  -0.34100  -3.12372  3.87960  0.2839
H  -1.80289  -4.12892  2.80746  0.4195
H  -1.83899  -3.85743  1.05991  0.3631
C  -0.96423  -3.84201  -2.11751  -2.4999
O  -0.31362  -3.13134  -2.88670  0.3104
N  -0.47346  -4.89633  -1.50357  -0.3436
N  -2.17224  -3.68391  -1.74546  -0.1047
H  0.46877  -5.17639  -1.73570  0.4360
H  -1.09898  -5.46232  -0.94816  0.6594
H  -2.72885  -2.90941  -2.07776  0.0229
H  -2.62658  -4.36598  -1.15516  0.5628
C  1.28442  0.80952  4.35226  0.6556
O  0.92188  0.00100  3.50049  -0.8375
N  1.81795  0.49322  5.47227  -0.3970
N  1.07028  2.10879  4.35167  -0.3400
H  2.08483  1.04099  6.27776  0.1530
H  1.84697  -0.50332  5.63403  0.2641
H  0.48265  2.49320  3.62570  0.1591
H  1.33245  2.69068  5.13447  0.1657
C  -0.11864  0.44125  -0.78491  0.1309
O  0.17698  1.06983  -1.81261  -0.4474
N  -0.09365  0.91118  0.41465  0.3735
N  -0.09196  -0.83090  -0.68580  0.5510
H  0.17393  1.87588  0.54830  0.0832
H  -0.27836  0.31371  1.20775  -0.1786
H  -0.34388  -1.29273  0.17638  -0.3390
H  0.13810  -1.36806  -1.50959  0.0116
C  1.46922  3.95505  -0.09622  0.6386
O  0.30817  3.76364  0.02259  -0.6390
N  2.02012  5.14371  -0.00353  -0.5163
N  2.38727  3.02666  -0.33694  -0.0703
H  2.91974  5.28794  -0.43939  0.1907
H  1.35135  5.86379  0.22959  0.2612
H  2.16902  2.06841  -0.56981  -0.3045
H  3.31308  3.36785  -0.12116  0.2350
C  3.95855  -1.31922  2.49485  0.4114
O  3.66633  -1.73013  3.60999  -0.6550
N  5.05260  -1.68999  1.84777  -0.3597
N  3.17611  -0.43776  1.86882  0.0473
H  5.76313  -2.27419  2.26486  0.2327
H  5.33821  -1.12749  1.05902  0.1707
H  2.27885  -0.15938  2.23967  0.1232
H  3.40562  -0.22601  0.90831  0.4014
C  -1.49372  3.57186  -3.76374  0.4557
O  -2.12298  4.42625  -4.41775  -0.8104
N  -0.65237  2.69366  -4.19937  -0.1569
N  -1.55743  3.46557  -2.53741  -0.1658
H  -0.17357  2.08419  -3.55176  0.2434
H  -0.49038  2.69776  -5.19629  0.0981
H  -0.81195  3.00437  -2.03576  0.1438
H  -2.21628  4.03034  -2.02065  0.1869
C  3.85088  0.38280  -2.15861  0.3376
O  3.89834  0.32250  -0.91883  -0.7222
N  2.74024  0.49752  -2.80867  0.1237
N  4.85773  0.41820  -2.96521  -0.3579
H  1.88300  0.65610  -2.29868  -0.2228
H  2.87743  0.35667  -3.79935  0.1562
H  5.80366  0.25089  -2.65323  0.2816
H  4.53924  0.45238  -3.92307  0.1758
C  -4.93302  -1.76823  0.88807  -0.0930
O  -5.09494  -1.79336  2.07818  -0.5188
N  -3.84898  -1.40581  0.27442  0.2886
N  -5.85584  -1.92111  -0.00970  -0.2619
H  -3.14856  -1.14942  0.95543  -0.2367
H  -3.67955  -1.63749  -0.69393  0.1985
H  -6.84549  -1.98221  0.18253  0.2339
H  -5.46015  -1.87156  -0.93764  0.1986
C  -0.38596  -0.40548  -5.71361  0.5088
O  -1.45351  0.07314  -6.00108  -0.6879
N  0.24291  -0.36373  -4.61658  0.0905
N  0.26551  -0.96104  -6.64461  -0.3721
H  -0.16012  0.06485  -3.79561  -0.0109
H  1.06712  -0.94643  -4.58152  0.1439
H  1.21251  -1.24563  -6.43897  0.1532
H  -0.17491  -1.11996  -7.53952  0.2487

Atoms 1-6, force components in eV/Å:
-3.71 -2.46 0.70
-0.02 -0.28 0.91
2.45 -2.65 -3.04
1.41 6.18 1.42
-0.29 -0.58 -0.11
0.43 0.10 -0.13

---

molar mass of number 1 (C3H6N4)?
98.109 g/mol

---

What is the molar mass in the first record?
98.109 g/mol

---

molar mass of number 3 (C11H44N22O11)?
660.616 g/mol